1.
138
Properties=species:S:1:pos:R:3:lowdin_charge:R:1 method="wB97M-V/def2-TZVPD" lumo_energy_ev="0.31 / -0.79" spin_multiplicity=2 total_charge=0 homo_energy_ev="-6.38 / -6.35" relative_energy_ev=4.897
Ba 1.5702 0.8185 0.0448 1.562
C -2.6408 4.8676 -0.5445 -0.117
C -1.8691 3.9254 0.3834 -0.547
C -1.5072 4.6841 1.6661 -0.125
P -0.2965 3.1697 -0.2732 0.993
C -0.8482 1.8527 -1.5539 -0.416
N -1.6295 0.7438 -0.9849 -0.162
Ge -0.9226 -0.7040 0.1377 0.878
N -1.3524 -0.1249 1.9433 -0.155
C -0.6931 0.9029 2.7643 -0.371
P 1.1276 0.6795 3.1166 0.977
C 1.5475 2.1745 4.1356 -0.540
C 0.4350 2.7430 5.0175 -0.111
C 2.1035 3.2645 3.2147 -0.126
C 1.1721 -0.7726 4.2707 -0.564
C 0.8144 -0.5363 5.7355 -0.115
C 2.5389 -1.4476 4.1584 -0.135
C -2.2804 -0.9590 2.5449 -0.249
C -2.4323 -1.2226 3.9051 -0.024
C -3.3994 -2.1204 4.3384 -0.078
C -4.2262 -2.7808 3.4437 -0.087
C -4.1125 -2.5042 2.0861 -0.021
C -3.1739 -1.5913 1.6641 -0.189
N -3.0350 -1.1603 0.2989 -0.067
C -3.7116 0.0745 0.0062 -0.179
C -5.0191 0.3009 0.3863 -0.022
C -5.7000 1.4024 -0.1069 -0.081
C -5.0510 2.2231 -1.0181 -0.079
C -3.7263 2.0122 -1.3597 -0.042
C -2.9884 0.9658 -0.7939 -0.239
C -3.2886 -2.1600 -0.7067 -0.172
C -4.5143 -2.3773 -1.2947 -0.009
C -4.6364 -3.3607 -2.2691 -0.082
C -3.5174 -4.0852 -2.6472 -0.082
C -2.2761 -3.8465 -2.0718 -0.018
C -2.1486 -2.8818 -1.0751 -0.235
N -0.9887 -2.5432 -0.3949 -0.176
C 0.1902 -3.3705 -0.6422 -0.409
P 1.2898 -3.5025 0.8478 1.081
C 0.3883 -4.7751 1.8927 -0.559
C -0.1861 -5.9647 1.1285 -0.111
C -0.6699 -4.1850 2.8043 -0.116
C 2.6411 -4.6916 0.2688 -0.549
C 2.6599 -5.0851 -1.2062 -0.108
C 4.0114 -4.1993 0.7274 -0.119
C 0.4179 4.5815 -1.2607 -0.534
C 0.1536 4.5279 -2.7635 -0.109
C 1.9011 4.7615 -0.9332 -0.119
H -3.6799 4.9473 -0.2190 0.082
H -2.6408 4.5523 -1.5850 0.048
H -2.2129 5.8709 -0.5113 0.077
H -2.5051 3.0810 0.6636 0.092
H -0.7962 5.4878 1.4577 0.080
H -1.0570 4.0335 2.4149 0.032
H -2.3998 5.1386 2.1016 0.085
H 0.0575 1.4551 -2.0294 0.008
H -1.3834 2.3419 -2.3667 0.072
H -1.2795 1.0261 3.6763 0.085
H -0.7702 1.8572 2.2274 0.035
H 2.3647 1.8206 4.7754 0.104
H -0.3565 3.1786 4.4049 0.060
H 0.8339 3.5464 5.6400 0.083
H -0.0177 2.0055 5.6766 0.053
H 1.3225 3.6349 2.5451 0.050
H 2.9105 2.9025 2.5755 0.049
H 2.4576 4.1105 3.8079 0.082
H 0.4215 -1.4416 3.8393 0.062
H 1.5226 0.1437 6.2118 0.076
H 0.8514 -1.4820 6.2815 0.081
H -0.1841 -0.1194 5.8680 0.050
H 3.3325 -0.7844 4.5122 0.080
H 2.7582 -1.7180 3.1258 0.028
H 2.5690 -2.3543 4.7676 0.078
H -1.7824 -0.7571 4.6308 0.083
H -3.4900 -2.3183 5.3989 0.106
H -4.9576 -3.4955 3.7939 0.101
H -4.7550 -2.9916 1.3628 0.119
H -5.5007 -0.3992 1.0587 0.120
H -6.7229 1.5929 0.1852 0.101
H -5.5778 3.0565 -1.4656 0.108
H -3.2624 2.6843 -2.0609 0.089
H -5.3667 -1.7755 -1.0073 0.115
H -5.5940 -3.5455 -2.7348 0.101
H -3.6005 -4.8413 -3.4168 0.104
H -1.4176 -4.4037 -2.4205 0.103
H 0.7559 -3.0288 -1.5114 0.070
H -0.1501 -4.3753 -0.8875 0.051
H 1.2092 -5.1420 2.5217 0.101
H -1.0568 -5.6684 0.5394 0.073
H -0.5292 -6.7241 1.8347 0.083
H 0.5400 -6.4341 0.4606 0.066
H -1.5757 -3.9578 2.2478 0.065
H -0.3258 -3.2677 3.2731 0.044
H -0.9353 -4.8912 3.5935 0.086
H 2.4188 -5.6078 0.8271 0.081
H 2.8938 -4.2468 -1.8584 0.054
H 1.7141 -5.5199 -1.5319 0.067
H 3.4387 -5.8334 -1.3672 0.084
H 4.3228 -3.3219 0.1655 0.051
H 4.7617 -4.9783 0.5766 0.081
H 4.0067 -3.9319 1.7854 0.067
H -0.1184 5.4519 -0.8685 0.086
H 0.5107 3.6067 -3.2237 0.036
H 0.6642 5.3624 -3.2499 0.082
H -0.9099 4.6125 -2.9958 0.067
H 2.4979 3.8891 -1.2188 0.037
H 2.0494 4.8821 0.1410 0.068
H 2.2795 5.6547 -1.4363 0.079
C 3.1237 -1.3710 -2.1742 -0.083
O 3.5967 -1.0667 -0.8577 -0.309
C 4.8889 -0.8470 -0.7506 -0.087
C 5.1547 -0.4396 0.6376 -0.109
H 2.5772 -2.3054 -2.1137 0.044
H 3.9940 -1.4831 -2.8204 0.094
H 2.4744 -0.5663 -2.5236 0.044
H 6.1879 -0.6246 0.9212 0.069
H 4.4513 -0.8542 1.3703 0.066
H 4.9549 0.6522 0.6044 0.069
O 3.3302 2.0644 0.4848 -0.738
O 3.2062 1.8525 -1.0010 -0.748
C 2.2415 3.3427 -5.7569 -0.042
C 1.5810 1.9706 -5.8387 -0.640
C 0.3588 2.0309 -6.7496 -0.050
C 2.5757 0.9385 -6.3830 -0.048
N 1.0651 1.6049 -4.5060 -0.084
N 2.0177 1.4493 -3.4665 -0.004
H 2.5495 3.6709 -6.7501 0.086
H 3.1277 3.3189 -5.1214 0.083
H 1.5448 4.0745 -5.3495 0.070
H 0.6473 2.3056 -7.7641 0.084
H -0.3548 2.7649 -6.3753 0.082
H -0.1395 1.0594 -6.7953 0.080
H 2.9148 1.2236 -7.3793 0.084
H 2.1090 -0.0467 -6.4539 0.082
H 3.4649 0.8569 -5.7557 0.072
H 0.5625 0.7268 -4.5845 0.110
H 2.2154 2.3179 -2.9781 0.049
H 2.9044 1.0850 -3.8040 0.073


2.
157
Properties=species:S:1:pos:R:3:lowdin_charge:R:1 method="wB97M-V/def2-TZVPD" lumo_energy_ev=0.13 spin_multiplicity=1 total_charge=0 homo_energy_ev=-8.06
C -2.3041 -1.7905 -5.7084 -0.105
C -2.2567 -0.9335 -4.4279 -0.234
C -1.2513 0.2426 -4.5230 -0.215
C -1.8624 1.6162 -4.1931 -0.193
C -2.1647 1.7964 -2.6780 -0.182
C -1.3075 2.8908 -1.9973 -0.177
C -0.7909 2.4681 -0.6032 -0.190
C 0.6534 2.8902 -0.2809 -0.149
N 1.3517 1.8004 0.4715 -0.166
C 2.0520 2.2333 1.7016 -0.198
C 2.0709 1.1262 2.7886 -0.179
C 1.2618 -0.1238 2.4261 -0.198
C -0.2445 0.2213 2.3359 -0.182
C -1.0018 -0.4731 1.1964 -0.214
C -1.3488 -1.9439 1.4647 -0.194
C -1.4667 -2.7840 0.1840 -0.209
C -2.4908 -2.2470 -0.8268 -0.082
C 2.0581 0.9571 -0.3427 -1.001
S 1.4261 0.2969 -1.7227 0.738
S 3.7644 0.6339 0.0674 0.958
C 3.9631 -1.1641 -0.0462 -0.439
C 5.0428 -1.5526 -1.0625 -0.230
C 4.4948 -1.7262 -2.4929 -0.163
C 5.3108 -1.2027 -3.6759 -0.488
P 4.1084 -1.2634 -5.1156 0.792
N 3.5031 -2.6897 -5.3030 -0.256
O 6.3365 -2.1996 -3.9406 -0.185
S 7.5509 -1.5864 -4.7496 0.594
O 8.7637 -2.1442 -4.2325 -0.225
O 7.2585 -1.6546 -6.1559 -0.248
O 7.3568 -0.1054 -4.2460 -0.172
C 6.1045 0.1160 -3.5081 -0.239
C 5.4683 1.3826 -4.0768 -0.161
C 4.5360 2.0958 -3.0817 -0.271
C 3.7998 3.2716 -3.7327 -0.551
S 2.5783 2.8139 -5.0042 0.711
H -3.0730 -1.4328 -6.3991 0.065
H -1.3338 -1.7653 -6.2191 0.061
H -2.5383 -2.8355 -5.4758 0.064
H -1.9895 -1.5736 -3.5792 0.074
H -3.2497 -0.5159 -4.2213 0.109
H -0.8143 0.2678 -5.5313 0.095
H -0.4288 0.0711 -3.8185 0.051
H -1.1695 2.3984 -4.5335 0.094
H -2.7786 1.7384 -4.7892 0.110
H -1.9777 0.8418 -2.1741 0.082
H -3.2270 2.0347 -2.5605 0.095
H -1.9006 3.8080 -1.8878 0.112
H -0.4673 3.1400 -2.6646 0.091
H -0.8263 1.3788 -0.5274 0.047
H -1.4563 2.9067 0.1501 0.119
H 0.6884 3.7825 0.3475 0.120
H 1.2047 3.1213 -1.2027 0.104
H 3.0542 2.6099 1.4638 0.078
H 1.5057 3.0938 2.1000 0.119
H 1.6111 1.5326 3.7010 0.113
H 3.1139 0.8893 3.0507 0.082
H 1.6323 -0.5875 1.5023 0.080
H 1.4253 -0.8743 3.2121 0.114
H -0.7088 -0.0713 3.2897 0.117
H -0.3564 1.3018 2.2024 0.100
H -1.9112 0.0893 0.9544 0.097
H -0.3605 -0.4369 0.3013 0.065
H -2.2955 -2.0067 2.0227 0.096
H -0.5793 -2.3913 2.1132 0.114
H -1.7150 -3.8216 0.4461 0.108
H -0.4800 -2.8193 -0.3060 0.108
H -3.5150 -2.3529 -0.4552 0.046
H -2.3156 -1.1850 -1.0482 0.078
H -2.4199 -2.7910 -1.7766 0.086
H 4.2378 -1.4969 0.9622 0.078
H 3.0059 -1.6307 -0.3046 0.073
H 5.4371 -2.5309 -0.7530 0.121
H 5.8840 -0.8557 -0.9886 0.081
H 4.4203 -2.8042 -2.6818 0.126
H 3.4725 -1.3389 -2.5699 0.052
H 4.7964 -0.6908 -6.1978 0.026
H 3.2035 -0.2720 -4.7027 0.004
H 3.7310 -3.0964 -6.2005 -0.031
H 6.4404 0.2916 -2.4833 0.144
H 6.3117 2.0421 -4.3279 0.133
H 4.9372 1.1967 -5.0125 0.063
H 5.1290 2.4652 -2.2376 0.106
H 3.7828 1.3893 -2.7053 0.037
H 3.2749 3.8531 -2.9689 0.062
H 4.5110 3.9281 -4.2472 0.068
H 1.9667 1.8860 -4.2531 -0.176
C -4.4486 -3.7135 4.3566 -0.093
C -5.6424 -2.8245 4.6535 -0.087
O -5.6772 -1.9809 3.4951 0.090
C -5.0594 -2.6179 2.4781 -0.490
O -5.0588 -2.2517 1.3471 0.009
O -4.4326 -3.7265 2.9240 0.079
H -4.5472 -4.7283 4.7310 0.134
H -3.5136 -3.2798 4.7140 0.138
H -6.5770 -3.3865 4.7016 0.138
H -5.5253 -2.2304 5.5533 0.108
C -5.9279 -0.9169 0.2927 -0.134
C -4.4245 -0.7298 0.3801 -0.201
O -4.2111 0.3659 -0.5185 0.057
C -5.3562 1.0720 -0.6265 -0.571
O -5.4616 2.1283 -1.1587 0.145
O -6.3756 0.4034 -0.0362 0.069
H -6.3878 -1.2388 1.2225 0.128
H -6.2144 -1.5947 -0.5129 0.155
H -4.0979 -0.4327 1.3783 0.154
H -3.8501 -1.5920 0.0522 0.013
C -7.3456 0.6181 8.3529 -0.097
C -7.5886 -0.8783 8.3504 -0.111
O -6.4327 -1.3650 7.6493 0.034
C -5.4431 -0.4493 7.7609 -0.584
O -4.3201 -0.6418 7.4206 0.157
O -5.9121 0.6900 8.3014 0.071
H -7.7154 1.1163 9.2434 0.130
H -7.7459 1.1068 7.4636 0.136
H -7.5936 -1.2983 9.3537 0.114
H -8.4931 -1.1790 7.8314 0.137
C 8.6537 0.3978 1.9587 -0.110
C 8.1830 -1.0128 1.6465 -0.110
O 6.9989 -1.1133 2.4415 0.052
C 6.5262 0.1348 2.6791 -0.576
O 5.4683 0.3736 3.1556 0.157
O 7.4264 1.0599 2.2754 0.062
H 9.1346 0.8987 1.1231 0.132
H 9.3065 0.4336 2.8323 0.133
H 7.9122 -1.1375 0.5961 0.122
H 8.8853 -1.7897 1.9346 0.133
C 6.8128 5.6843 -1.3309 -0.114
C 6.0759 7.0106 -1.2561 -0.111
O 4.7993 6.6129 -0.7514 0.061
C 4.9388 5.4437 -0.0861 -0.572
O 4.1025 4.9475 0.5918 0.167
O 6.1709 4.9252 -0.3033 0.054
H 7.8768 5.7554 -1.1235 0.132
H 6.6590 5.1809 -2.2864 0.124
H 6.5330 7.6998 -0.5443 0.133
H 5.9534 7.5047 -2.2157 0.133
C 0.5622 -1.2224 -10.3333 -0.116
C 1.2117 -0.4816 -9.1767 -0.117
O 0.1013 0.2115 -8.6048 0.051
C -1.0367 -0.4466 -8.9339 -0.575
O -2.0997 -0.2319 -8.4592 0.164
O -0.7757 -1.3960 -9.8631 0.060
H 1.0050 -2.1923 -10.5420 0.131
H 0.5383 -0.6254 -11.2468 0.131
H 1.6208 -1.1597 -8.4261 0.128
H 1.9724 0.2326 -9.4814 0.131
C -9.4729 -3.6700 11.9774 -0.106
C -10.0146 -2.8205 13.1147 -0.106
O -9.7871 -1.4923 12.6284 0.069
C -9.7172 -1.5316 11.2843 -0.576
O -9.6989 -0.5774 10.5748 0.158
O -9.6631 -2.8088 10.8475 0.055
H -10.0106 -4.6006 11.8221 0.133
H -8.4067 -3.8749 12.0826 0.134
H -11.0865 -2.9570 13.2628 0.134
H -9.4944 -2.9581 14.0579 0.133


| no. | E_tot (eV) |
| --- | --- |
| 1 | -149120.6254 |
| 2 | -155775.5434 |